Density functional theory data (ωB97M-V/def2-TZVPD) for 2 unconnected molecules or ions with the total composition C4H3NO3.

Geometry (Å):
C 1.967 -0.505 0.063
C -0.133 -2.030 1.129
C 0.063 1.046 -0.305
C -1.400 0.766 -0.643
N 0.850 -0.102 -0.166
O 2.880 -1.161 0.165
O 0.628 -2.518 1.827
O 0.567 2.070 -0.054
H -2.035 0.728 0.337
H -1.551 -0.008 -1.354
H -1.837 1.714 -1.000

Cartesian forces (eV/Å) of the 6 atoms listed first:
-3.4 1.9 -0.9
0.7 -1.4 1.5
-5.0 -11.1 -3.2
-0.8 3.1 2.8
-0.4 1.3 -0.1
4.2 -2.2 0.8

Output
- spin multiplicity = 3
- relative energy (zero: lowest compared OMol25 entry of this formula, charge and spin) (kcal per mole) = 43.1
- HOMO energy (alpha / beta) (Eh) = -0.21608 / -0.41141
- calculated total energy (eV) = -11823.5020
- HOMO-LUMO gap (alpha / beta) (hartree) = 0.2416 / 0.2821
- F_max (Eh/bohr) = 0.2440